{
  "formula": "C45H60BN6O5PS5Tl",
  "method": "ωB97M-V/def2-TZVPD",
  "elements": ["Tl", "S", "S", "S", "S", "S", "P", "O", "O", "O", "O", "O", "N", "N", "N", "N", "N", "N", "C", "C", "C", "C", "C", "C", "C", "C", "C", "C", "C", "C", "C", "C", "C", "C", "C", "C", "C", "C", "C", "C", "C", "C", "C", "C", "C", "C", "C", "C", "C", "C", "C", "C", "C", "C", "C", "C", "C", "C", "C", "C", "C", "C", "C", "B", "H", "H", "H", "H", "H", "H", "H", "H", "H", "H", "H", "H", "H", "H", "H", "H", "H", "H", "H", "H", "H", "H", "H", "H", "H", "H", "H", "H", "H", "H", "H", "H", "H", "H", "H", "H", "H", "H", "H", "H", "H", "H", "H", "H", "H", "H", "H", "H", "H", "H", "H", "H", "H", "H", "H", "H", "H", "H", "H", "H"],
  "positions_angstrom": [[1.738, 0.117, -0.978], [-0.890, 0.577, -2.116], [4.587, 0.238, -1.063], [1.834, 2.917, 0.326], [2.203, -0.715, 1.814], [2.489, 0.945, -3.716], [4.158, 1.308, -2.700], [0.662, -4.256, 0.164], [0.600, -2.039, -0.171], [5.484, 1.167, -3.597], [4.072, 2.881, -2.365], [1.490, -2.201, -2.665], [-0.711, 2.297, 0.343], [-0.696, 1.642, 3.018], [-1.254, -0.158, 0.411], [-2.033, 2.460, 0.182], [0.112, 0.876, 2.263], [-1.747, -0.884, 1.427], [1.228, -5.129, -3.822], [-3.055, 1.771, 4.892], [0.214, 3.248, 0.064], [-1.392, -5.690, -3.133], [0.860, -3.239, -0.492], [-4.351, -1.589, 2.776], [3.203, -5.080, -1.145], [-1.667, 2.411, 5.059], [5.257, -3.656, -2.347], [-1.550, -0.396, -0.905], [0.206, 0.615, 4.942], [-1.617, 4.644, -0.613], [5.535, -4.843, -1.692], [-2.526, -1.886, 1.184], [-4.564, 3.640, 1.094], [5.328, 0.579, -5.960], [-3.734, -3.914, 2.102], [5.040, 3.512, -1.509], [-2.182, -2.604, 3.557], [-1.684, 3.823, 4.459], [-4.486, 4.925, -1.054], [2.917, -3.892, -1.820], [0.500, -6.050, -4.559], [-3.183, -2.519, 2.400], [1.081, -0.110, 4.202], [-0.813, -6.336, -4.212], [-2.833, -2.270, -0.149], [-0.668, 1.545, 4.306], [0.707, 5.544, -0.855], [-0.666, -4.761, -2.399], [1.478, -3.441, -1.964], [-4.536, 2.425, -1.102], [-2.384, -1.523, -1.195], [2.024, -1.092, 4.810], [1.075, 0.055, 2.766], [0.654, -4.477, -2.730], [-0.273, 4.487, -0.470], [-2.737, -1.887, -2.608], [5.523, 1.687, -4.943], [3.953, -3.183, -2.415], [-4.019, 3.656, -0.343], [4.503, -5.549, -1.083], [-1.330, 2.496, 6.550], [-2.498, 3.583, -0.262], [5.471, 4.822, -2.135], [-0.389, 0.945, 0.863], [0.597, -1.987, -2.956], [-5.655, 3.624, 1.084], [4.324, 0.168, -5.880], [-2.664, -3.032, 4.438], [-4.256, 1.511, -0.578], [-4.202, 2.756, 1.620], [-1.794, -1.617, 3.804], [-1.983, 3.229, 7.024], [-4.236, 4.527, 1.642], [3.049, -0.872, 4.513], [1.949, -1.091, 5.896], [-3.043, 0.729, 5.220], [-4.198, 5.822, -0.501], [-5.574, 4.916, -1.128], [-3.805, -2.097, -2.679], [6.055, -3.093, -2.814], [0.179, 0.485, 6.015], [-4.081, 4.984, -2.066], [-3.407, -3.166, -0.343], [-3.790, 2.312, 5.492], [-4.892, -1.989, 3.637], [-4.110, 2.383, -2.107], [-2.944, -4.588, 1.763], [-1.886, 3.780, 3.390], [2.253, -4.907, -4.086], [4.768, 2.468, -5.061], [-5.623, 2.465, -1.187], [5.895, 2.850, -1.360], [-2.006, 5.567, -1.021], [6.511, 2.134, -5.049], [-0.724, 4.320, 4.612], [-2.485, -1.082, -3.289], [-3.361, 1.803, 3.845], [-2.460, 4.421, 4.941], [-5.054, -1.498, 1.945], [-1.118, -4.291, -1.535], [6.547, -5.227, -1.663], [-3.981, -0.593, 3.025], [4.562, 3.681, -0.544], [6.046, 4.649, -3.045], [4.716, -6.476, -0.565], [4.594, 5.421, -2.382], [-0.297, 2.813, 6.709], [-1.339, -3.241, 3.282], [1.797, -2.091, 4.431], [2.395, -5.619, -0.671], [1.512, 5.104, -1.444], [-4.526, -3.883, 1.351], [-2.208, -2.791, -2.915], [1.164, 5.975, 0.038], [0.223, 6.335, -1.425], [6.049, -0.219, -5.785], [5.468, 0.979, -6.966], [0.956, -6.546, -5.406], [6.090, 5.377, -1.429], [-4.164, -4.330, 3.013], [-1.376, -7.073, -4.771], [-2.415, -5.915, -2.855], [3.731, -2.275, -2.959], [-1.491, 1.539, 7.048]],
  "atomic_forces_ev_per_a": [[0.154, -0.377, 0.119], [0.355, -0.173, -0.041], [-0.879, -0.011, -0.126], [0.130, -0.238, -0.066], [-0.059, 0.197, -0.085], [0.136, -0.179, 0.534], [0.246, 0.437, -0.291], [-0.091, 0.163, 0.224], [0.107, 0.074, -0.231], [-0.201, -0.090, 0.029], [0.045, -0.193, -0.029], [0.145, 0.129, -0.134], [-0.177, 0.597, -0.286], [-0.287, 0.211, -0.053], [-0.191, -0.272, -0.670], [-0.242, -0.163, 0.058], [0.356, -0.215, 0.269], [0.060, -0.009, 0.419], [-0.124, 0.091, 0.026], [0.092, 0.047, 0.026], [0.154, -0.248, 0.197], [-0.079, 0.050, -0.024], [0.216, -0.131, -0.967], [0.045, -0.072, 0.029], [-0.007, 0.065, 0.025], [-0.169, 0.087, 0.021], [0.077, -0.015, 0.018], [0.056, 0.102, 0.148], [0.143, -0.091, -0.180], [0.250, -0.069, -0.039], [0.034, -0.011, -0.007], [0.032, -0.107, -0.066], [0.052, 0.012, -0.083], [-0.012, 0.077, 0.237], [0.107, 0.039, -0.056], [0.140, 0.051, -0.037], [0.036, -0.014, -0.092], [0.035, -0.073, 0.026], [0.059, -0.056, 0.033], [0.140, -0.094, -0.103], [0.021, 0.033, -0.053], [-0.070, 0.016, 0.152], [-0.155, 0.041, 0.218], [-0.010, -0.062, 0.005], [0.195, 0.204, -0.195], [0.051, -0.004, 0.023], [0.012, -0.009, 0.023], [0.046, -0.096, -0.006], [-0.398, 0.057, 0.993], [0.080, 0.040, 0.025], [-0.179, -0.148, 0.137], [-0.023, -0.052, -0.031], [0.081, 0.022, -0.221], [0.116, 0.093, -0.080], [-0.259, 0.197, -0.054], [-0.067, 0.056, 0.108], [0.031, -0.020, -0.115], [-0.104, 0.023, -0.067], [-0.096, -0.027, 0.014], [0.015, -0.010, -0.013], [0.005, -0.040, -0.110], [0.025, -0.076, 0.057], [-0.094, -0.127, 0.025], [0.017, 0.140, 0.212], [-0.099, -0.019, 0.052], [0.004, 0.013, -0.003], [-0.023, -0.043, -0.025], [-0.036, 0.027, -0.004], [-0.009, -0.021, -0.020], [-0.032, -0.003, 0.016], [-0.003, -0.002, 0.048], [-0.013, -0.011, 0.016], [-0.012, -0.015, 0.026], [0.009, -0.001, 0.014], [-0.031, 0.028, -0.005], [-0.036, -0.005, -0.004], [-0.011, 0.024, -0.045], [-0.007, 0.014, 0.003], [0.000, 0.003, -0.002], [-0.020, 0.006, -0.008], [0.017, 0.045, 0.003], [-0.018, 0.039, -0.003], [-0.085, 0.059, 0.038], [-0.017, -0.003, -0.018], [0.012, -0.004, 0.000], [-0.014, -0.010, -0.001], [-0.015, -0.005, -0.033], [-0.002, 0.035, -0.009], [0.027, -0.029, -0.009], [0.019, -0.001, 0.025], [0.007, 0.021, 0.022], [-0.006, -0.001, 0.039], [-0.010, -0.025, 0.005], [-0.026, 0.057, 0.025], [-0.001, 0.009, -0.027], [-0.020, -0.011, -0.083], [0.000, -0.036, -0.009], [-0.002, -0.012, 0.013], [-0.017, 0.014, 0.017], [0.043, -0.024, 0.036], [0.006, 0.031, 0.041], [0.006, 0.005, 0.002], [-0.024, -0.055, 0.013], [-0.021, 0.014, -0.015], [-0.017, 0.003, 0.002], [0.034, 0.040, 0.004], [-0.004, -0.004, 0.032], [0.019, 0.016, -0.006], [0.060, -0.007, 0.008], [0.005, -0.022, -0.012], [0.007, 0.022, -0.014], [-0.003, -0.050, 0.007], [0.065, 0.059, -0.015], [0.041, -0.014, -0.018], [-0.024, 0.000, 0.026], [0.016, 0.009, -0.054], [0.014, -0.023, -0.005], [0.018, -0.004, 0.025], [0.017, 0.026, -0.024], [-0.006, -0.008, 0.008], [-0.002, 0.024, -0.019], [0.009, -0.003, 0.012], [0.042, 0.030, 0.043], [0.049, 0.024, 0.050]],
  "mulliken_spin": [0.098, 0.063, 0.074, 0.044, 0.170, 0.059, 0.019, 0.006, 0.082, 0.002, 0.002, 0.011, 0.003, 0.000, 0.006, 0.026, -0.011, 0.043, 0.000, -0.001, 0.045, 0.001, 0.024, -0.001, 0.001, 0.004, 0.000, 0.095, 0.002, 0.012, 0.000, 0.013, -0.001, -0.002, -0.001, 0.003, -0.002, 0.000, 0.000, -0.003, 0.000, 0.000, -0.004, 0.000, 0.016, -0.004, -0.002, -0.001, 0.010, 0.002, -0.010, 0.014, -0.018, 0.002, -0.025, -0.012, 0.003, 0.002, 0.002, 0.000, 0.000, -0.008, 0.000, 0.179, -0.003, 0.000, 0.001, 0.000, 0.001, 0.000, 0.001, 0.000, 0.000, -0.006, 0.002, 0.000, 0.000, 0.000, 0.002, 0.000, 0.001, 0.000, -0.006, 0.000, 0.000, -0.001, 0.000, 0.001, 0.000, -0.001, 0.000, -0.001, 0.000, 0.000, 0.000, -0.011, 0.001, 0.000, 0.001, -0.003, 0.000, 0.000, 0.001, 0.000, 0.000, 0.000, 0.000, 0.000, -0.002, 0.000, -0.002, 0.000, 0.000, -0.002, 0.000, 0.000, 0.000, 0.000, 0.000, 0.000, 0.000, 0.000, -0.001, 0.000],
  "spin_multiplicity": 2,
  "e_homo_ev": [-6.972, -7.782],
  "gap_ha": [0.2077, 0.2012],
  "relative_energy_kj_mol": 146.9,
  "total_charge": 0
}